Density functional theory data (the ωB97M-V functional and the def2-TZVPD basis) for a molecular structure, C14H46BKO14.

Output
* energy: -2238.93432 a.u.
* multiplicity: 1
* HOMO-LUMO gap: 8.85 eV
* energy above the lowest of the compared OMol25 structures with the same formula, charge and spin: 70.78 kcal/mol
* net charge: 0

Geometry as XYZ:
```
76
C14H46BKO14 (the ωB97M-V functional and the def2-TZVPD basis)
K -18.236 -13.001 -2.307
B -15.351 -12.585 -2.119
H -14.352 -12.696 -1.725
H -15.839 -13.546 -2.158
H -15.896 -11.984 -1.407
H -15.186 -12.060 -3.047
C -14.609 -16.115 0.549
C -15.579 -16.362 -0.653
O -16.597 -17.305 -0.438
O -13.741 -17.149 0.829
H -15.236 -16.077 1.440
H -14.122 -15.179 0.275
H -14.987 -16.550 -1.549
H -16.142 -15.429 -0.687
H -16.133 -18.146 -0.424
H -13.108 -17.227 0.112
C -18.563 -11.428 1.761
C -20.071 -11.639 1.680
O -20.658 -10.522 1.070
O -18.005 -11.883 0.552
H -18.166 -12.064 2.553
H -18.255 -10.423 2.050
H -20.555 -11.724 2.653
H -20.211 -12.565 1.122
H -20.295 -10.498 0.182
H -17.077 -12.057 0.723
C -19.071 -8.917 -1.485
C -17.589 -9.289 -1.400
O -16.936 -9.779 -2.497
O -19.900 -10.133 -1.571
H -19.311 -8.218 -2.286
H -19.448 -8.446 -0.577
H -17.396 -9.950 -0.555
H -17.075 -8.329 -1.355
H -16.416 -10.509 -2.154
H -20.210 -10.048 -2.476
C -14.501 -10.971 1.311
C -14.234 -12.462 1.149
O -15.413 -13.061 0.670
O -13.392 -10.278 1.913
H -15.336 -10.711 1.963
H -14.641 -10.657 0.276
H -13.895 -12.975 2.049
H -13.428 -12.559 0.422
H -15.345 -12.864 -0.267
H -13.562 -10.270 2.858
C -17.563 -12.221 -5.816
C -16.696 -13.474 -6.246
O -15.708 -13.025 -7.164
O -18.569 -12.675 -4.861
H -17.986 -11.707 -6.679
H -16.900 -11.480 -5.369
H -17.209 -14.359 -6.623
H -16.167 -13.819 -5.358
H -14.922 -13.572 -7.233
H -19.224 -13.126 -5.398
C -13.415 -8.906 -1.620
C -12.628 -10.166 -2.005
O -13.304 -10.820 -3.111
O -13.492 -7.891 -2.526
H -13.024 -8.534 -0.672
H -14.481 -9.065 -1.456
H -12.620 -10.906 -1.205
H -11.590 -9.981 -2.281
H -13.954 -11.466 -2.825
H -13.964 -8.134 -3.326
C -13.114 -13.590 -4.905
C -12.652 -14.557 -6.059
O -13.651 -14.813 -6.971
O -14.004 -14.274 -4.026
H -13.597 -12.734 -5.375
H -12.209 -13.205 -4.436
H -12.220 -15.423 -5.556
H -11.847 -14.209 -6.706
H -13.251 -15.454 -7.563
H -14.380 -13.666 -3.385
```

Mulliken atomic charge list, values in e, 6 entries: atom 1 (K): 1.012, atom 2 (B): 2.834, atom 3 (H): -0.032, atom 4 (H): -0.511, atom 5 (H): -1.907, atom 6 (H): -0.093

=====

Density functional theory data (the ωB97M-V functional and the def2-TZVPD basis) for a molecular structure, C31H24F15N3O4Zr.

Output
* energy: -3206.33110 a.u.
* multiplicity: 1
* HOMO-LUMO gap: 7.87 eV
* energy above the lowest of the compared OMol25 structures with the same formula, charge and spin: 0.08 kcal/mol
* net charge: 0

Geometry as XYZ:
```
78
C31H24F15N3O4Zr (the ωB97M-V functional and the def2-TZVPD basis)
Zr -0.842 -0.110 0.164
C 1.395 0.899 -2.921
C 0.055 0.664 -3.561
C -0.294 1.357 -4.710
C -1.481 1.085 -5.373
C -2.289 0.055 -4.931
C -1.955 -0.689 -3.799
C -2.734 -1.941 -3.504
C -0.825 -0.313 -3.070
N -0.467 -0.984 -1.845
C 0.242 -2.131 -2.042
O 0.447 -2.705 -3.094
C 0.857 -2.635 -0.768
C 1.596 -3.795 -0.658
C 2.166 -4.091 0.575
C 2.011 -3.215 1.641
C 1.260 -2.074 1.440
N 0.689 -1.818 0.267
C 1.095 -0.982 2.460
O 1.637 -1.077 3.544
N 0.353 0.057 1.984
C 0.405 1.234 2.814
C 1.421 2.159 2.569
C 2.404 1.948 1.452
C 1.520 3.270 3.398
C 0.626 3.458 4.437
C -0.368 2.522 4.673
C -0.486 1.390 3.876
C -1.508 0.336 4.183
H 1.911 1.723 -3.415
H 2.021 0.009 -3.018
H 1.322 1.146 -1.863
H 0.378 2.118 -5.090
H -1.750 1.647 -6.259
H -3.179 -0.215 -5.487
H -3.809 -1.757 -3.510
H -2.465 -2.385 -2.550
H -2.515 -2.675 -4.281
H 1.716 -4.421 -1.530
H 2.749 -4.995 0.697
H 2.459 -3.378 2.611
H 3.036 1.077 1.645
H 3.053 2.817 1.346
H 1.905 1.790 0.494
H 2.301 3.997 3.214
H 0.708 4.332 5.071
H -1.058 2.657 5.497
H -2.179 0.669 4.975
H -1.018 -0.583 4.516
H -2.107 0.089 3.310
F -2.596 -3.029 -0.543
C -3.019 -3.008 0.738
F -3.908 -3.980 0.903
F -1.953 -3.275 1.496
C -3.579 -1.597 1.063
O -2.539 -0.719 1.115
C -4.312 -1.616 2.436
F -4.475 -0.380 2.895
F -5.513 -2.197 2.329
F -3.601 -2.301 3.338
C -4.580 -1.134 -0.046
F -3.892 -0.562 -1.045
F -5.290 -2.142 -0.554
F -5.428 -0.218 0.419
C -1.733 3.109 -2.183
C -1.372 2.912 -0.717
O -0.627 1.744 -0.526
C -2.662 2.778 0.118
F -2.406 2.324 1.358
F -3.462 1.856 -0.458
F -3.347 3.913 0.220
C -0.530 4.111 -0.238
F -1.079 5.273 -0.625
F 0.695 4.043 -0.779
F -0.396 4.148 1.087
H -2.160 2.190 -2.580
H -0.833 3.339 -2.748
H -2.444 3.925 -2.301
```

Mulliken atomic charge list, values in e, 6 entries: atom 1 (Zr): -0.023, atom 2 (C): -1.680, atom 3 (C): 1.323, atom 4 (C): -0.729, atom 5 (C): -0.938, atom 6 (C): -0.870

=====

Density functional theory data (the ωB97M-V functional and the def2-TZVPD basis) for a molecular structure, C13H38O9Ti3.

Output
* energy: -3742.72310 a.u.
* multiplicity: 10
* HOMO-LUMO gap (spin up / spin down): 4.25 / 4.45 eV
* net charge: +1

Geometry as XYZ:
```
63
C13H38O9Ti3 (the ωB97M-V functional and the def2-TZVPD basis)
Ti 24.843 -24.818 34.011
Ti 25.131 -23.088 25.805
Ti 26.047 -26.940 29.309
O 22.963 -25.464 30.975
H 23.556 -24.721 30.751
C 30.643 -22.403 29.903
C 29.266 -23.026 29.491
O 28.534 -23.374 30.395
O 29.067 -23.279 28.290
H 30.741 -22.621 30.966
H 30.800 -21.351 29.663
H 31.384 -22.964 29.334
C 33.110 -22.696 24.756
O 31.856 -22.136 24.392
H 33.692 -22.620 23.838
H 33.596 -22.078 25.511
H 33.038 -23.693 25.191
H 31.124 -22.524 24.877
C 23.155 -18.404 33.760
C 24.549 -18.987 33.433
O 24.388 -20.231 32.790
H 22.351 -18.645 33.064
H 23.187 -17.324 33.908
H 22.803 -18.690 34.751
H 25.211 -19.084 34.293
H 24.926 -18.279 32.695
H 25.258 -20.419 32.430
C 35.367 -26.837 32.674
C 35.482 -25.677 33.672
O 34.299 -24.927 33.944
H 34.398 -27.323 32.787
H 36.193 -27.537 32.795
H 35.566 -26.567 31.637
H 36.272 -25.043 33.268
H 35.924 -26.040 34.600
H 34.429 -24.075 33.521
C 31.314 -16.096 27.400
C 32.757 -15.558 27.615
O 33.334 -16.071 28.768
H 30.795 -15.488 28.141
H 31.103 -17.156 27.541
H 30.948 -15.716 26.447
H 32.835 -14.479 27.749
H 33.468 -15.599 26.790
H 34.294 -16.083 28.784
C 30.847 -29.390 26.693
C 31.016 -29.086 28.160
O 29.870 -29.304 28.866
H 30.632 -30.439 26.492
H 31.693 -29.090 26.074
H 29.940 -28.854 26.414
H 31.344 -28.056 28.301
H 31.794 -29.683 28.636
H 29.967 -28.877 29.720
C 28.124 -24.361 38.454
C 27.799 -23.182 37.528
O 27.995 -23.540 36.203
H 27.398 -25.154 38.277
H 28.034 -24.066 39.500
H 29.137 -24.754 38.369
H 28.386 -22.282 37.712
H 26.760 -22.889 37.676
H 28.786 -24.048 36.008
```

Mulliken atomic charge list, values in e, 6 entries: atom 1 (Ti): 0.907, atom 2 (Ti): 0.970, atom 3 (Ti): 0.874, atom 4 (O): -0.910, atom 5 (H): 0.109, atom 6 (C): -0.698

=====

Density functional theory data (the ωB97M-V functional and the def2-TZVPD basis) for a gas-phase ion, C7H13O (charge -2).

Output
* energy: -349.49053 a.u.
* multiplicity: 2
* HOMO-LUMO gap (spin up / spin down): 2.68 / 6.68 eV
* energy above the lowest of the compared OMol25 structures with the same formula, charge and spin: 57.35 kcal/mol
* net charge: -2

Geometry as XYZ:
```
21
C7H13O (the ωB97M-V functional and the def2-TZVPD basis)
C -2.088 -2.088 0.190
O -1.778 -2.107 1.442
C -1.694 -0.506 -0.346
C -0.489 -0.052 0.391
C 0.715 0.097 -0.418
C 1.090 -0.555 -1.568
C 1.849 0.946 0.195
C 1.307 2.130 0.872
H -3.122 -2.206 -0.134
H -1.364 -2.598 -0.425
H -2.634 0.223 -0.260
H -1.636 -0.409 -1.476
H -0.392 -0.798 1.218
H -0.646 0.963 0.846
H 1.854 -0.434 -2.173
H 0.378 -1.312 -1.984
H 2.273 0.284 0.916
H 2.831 1.132 -0.355
H 1.782 2.395 1.801
H 1.511 2.900 0.079
H 0.254 1.995 1.191
```

Mulliken atomic charge list, values in e, 6 entries: atom 1 (C): -0.363, atom 2 (O): -0.848, atom 3 (C): -1.243, atom 4 (C): -0.170, atom 5 (C): 0.887, atom 6 (C): -1.495

=====

Density functional theory data (the ωB97M-V functional and the def2-TZVPD basis) for 5 unconnected molecules or ions with the total composition C33H58FN4O12.

Output
* energy: -2513.72978 a.u.
* multiplicity: 1
* HOMO-LUMO gap: 10.01 eV
* net charge: +1

Geometry as XYZ:
```
108
C33H58FN4O12 (the ωB97M-V functional and the def2-TZVPD basis)
C 1.984 -2.132 1.343
C 3.435 -1.950 1.872
C 4.566 -2.241 0.850
C 4.310 -3.450 -0.096
C 3.540 -2.986 -1.374
C 4.398 -2.894 -2.663
C 3.577 -3.069 -3.965
C 2.517 -1.953 -4.211
C 1.171 -2.208 -3.454
C -0.099 -1.833 -4.247
C -1.349 -2.182 -3.342
C -1.982 -0.908 -2.674
C -1.183 -0.303 -1.488
C -0.504 1.039 -1.911
C 0.358 1.609 -0.724
C 1.787 1.697 -1.169
N 2.159 2.471 -2.219
C 3.479 2.300 -2.251
N 4.234 2.932 -3.144
F 5.574 2.759 -3.116
N 3.947 1.457 -1.326
N 2.827 1.095 -0.666
H 1.725 -3.168 1.080
H 1.242 -1.803 2.091
H 1.769 -1.528 0.439
H 3.522 -0.892 2.192
H 3.530 -2.583 2.766
H 5.479 -2.476 1.453
H 4.848 -1.383 0.213
H 5.246 -3.988 -0.316
H 3.654 -4.150 0.448
H 2.624 -3.587 -1.495
H 3.174 -1.967 -1.167
H 5.223 -3.621 -2.580
H 4.878 -1.895 -2.719
H 4.297 -3.001 -4.802
H 3.121 -4.069 -4.032
H 2.945 -0.954 -3.999
H 2.275 -1.943 -5.290
H 1.175 -3.252 -3.104
H 1.195 -1.588 -2.537
H -0.177 -2.370 -5.202
H -0.139 -0.739 -4.383
H -0.992 -2.809 -2.503
H -2.124 -2.732 -3.892
H -2.961 -1.238 -2.289
H -2.149 -0.191 -3.495
H -0.443 -1.031 -1.109
H -1.843 -0.079 -0.635
H -1.287 1.762 -2.183
H 0.111 0.871 -2.808
H -0.015 2.585 -0.381
H 0.246 0.924 0.132
H 3.786 3.563 -3.799
H 4.893 1.155 -1.135
H 2.706 0.466 0.126
C -6.296 0.989 -0.015
C -5.309 1.353 1.064
C -4.905 2.801 1.076
O -3.595 2.741 1.666
C -3.089 1.518 1.374
O -1.951 1.199 1.549
O -4.037 0.706 0.856
H -7.263 1.437 0.177
H -5.943 1.323 -0.995
H -6.413 -0.088 -0.074
H -5.688 1.036 2.041
H -5.571 3.422 1.672
H -4.813 3.234 0.077
C -10.187 -1.194 4.873
C -9.118 -0.605 3.985
C -9.262 0.873 3.735
O -8.621 1.023 2.461
C -8.748 -0.168 1.812
O -8.493 -0.334 0.663
O -9.203 -1.132 2.651
H -10.084 -0.833 5.897
H -11.183 -0.937 4.510
H -10.123 -2.282 4.876
H -8.127 -0.851 4.378
H -8.768 1.480 4.491
H -10.301 1.196 3.638
C -2.060 5.667 1.422
C -2.956 6.811 1.015
C -2.737 8.083 1.792
O -4.022 8.708 1.709
C -4.940 7.715 1.567
O -6.113 7.862 1.653
O -4.327 6.522 1.315
H -1.023 5.862 1.144
H -2.107 5.495 2.499
H -2.387 4.744 0.944
H -2.878 6.984 -0.063
H -1.968 8.718 1.357
H -2.505 7.911 2.846
C 10.157 -5.045 0.974
C 8.833 -4.337 1.127
C 8.858 -2.881 0.741
O 7.801 -2.339 1.544
C 7.700 -3.133 2.650
O 7.054 -2.867 3.609
O 8.441 -4.261 2.505
H 10.424 -5.148 -0.078
H 10.953 -4.502 1.486
H 10.113 -6.037 1.424
H 8.052 -4.881 0.587
H 8.661 -2.723 -0.318
H 9.789 -2.376 1.011
```

Mulliken atomic charge list, values in e, 6 entries: atom 1 (C): -0.648, atom 2 (C): -0.818, atom 3 (C): 1.132, atom 4 (C): -1.224, atom 5 (C): 0.791, atom 6 (C): -0.596